Formula: C3H8S2
Source: OMol25
Level of theory: ωB97M-V with the def2-TZVPD basis set

Last column: Mulliken charge in e.
Geometry (Å):
C 1.092 -0.061 0.016  -0.236
C 0.800 0.771 -1.245  -1.173
C -0.202 -0.843 0.430  -0.755
S -1.758 -0.868 -0.595  -0.066
S -2.913 0.267 1.575  -0.217
H 1.479 0.464 0.885  0.348
H 1.758 -0.870 -0.274  0.214
H -0.183 1.222 -1.205  0.380
H 1.550 1.522 -1.488  0.329
H 0.932 0.050 -2.041  0.322
H -0.576 -0.620 1.406  0.407
H -0.069 -1.902 0.291  0.293
H -1.909 0.869 2.245  0.155

The calculation puts the molecular weight at 108.2 g mol⁻¹. The energy comes out at -24908.5799 eV. The relative energy (zero: lowest compared OMol25 entry of this formula, charge and spin) is 65.0 kcal per mole.

Formula: C24H33N5O6
Source: OMol25
Level of theory: ωB97M-V with the def2-TZVPD basis set

Last column: Mulliken charge in e.
Geometry (Å):
C 7.084 -0.590 -1.982  -1.124
C 6.688 0.870 -2.160  -0.246
H 6.747 1.169 -3.209  0.313
H 7.335 1.511 -1.553  0.314
O 5.331 1.091 -1.786  -0.348
C 5.087 1.268 -0.477  0.339
O 5.954 1.272 0.366  -0.647
C 3.650 1.458 -0.191  0.381
C 2.674 1.360 -1.181  -0.697
C 1.339 1.511 -0.867  -0.655
C 0.955 1.753 0.452  0.757
C 1.934 1.868 1.442  -0.372
C 3.265 1.719 1.124  -0.926
H 4.030 1.792 1.882  0.449
H 1.636 2.059 2.463  0.447
N -0.368 1.874 0.840  -0.028
C -1.494 1.594 0.147  0.116
O -1.560 1.400 -1.063  -0.917
C -2.671 1.573 1.031  1.470
C -3.991 1.219 0.790  -0.131
N -4.619 1.349 1.995  -0.042
C -3.705 1.764 2.894  -0.615
N -2.530 1.904 2.351  -0.693
H -3.925 1.953 3.926  0.462
H -5.600 1.139 2.115  0.222
C -4.805 0.725 -0.347  0.344
O -5.964 0.386 -0.148  -0.750
N -4.184 0.713 -1.531  0.077
C -4.791 0.151 -2.713  -1.143
H -4.518 0.771 -3.570  0.388
H -5.874 0.185 -2.572  0.467
C -4.353 -1.299 -2.950  -0.637
C -2.841 -1.435 -3.194  -0.444
C -2.159 -2.446 -2.270  -0.871
H -1.117 -2.550 -2.580  0.342
H -2.639 -3.423 -2.368  0.340
C -2.179 -1.998 -0.808  0.656
N -1.238 -2.741 -0.002  -0.063
C -0.223 -2.136 0.655  0.451
O -0.116 -0.937 0.770  -0.438
O 0.605 -3.065 1.167  -0.604
C 1.816 -2.665 1.854  1.910
C 2.448 -3.987 2.293  -1.814
H 1.780 -4.515 2.967  0.410
H 3.389 -3.795 2.800  0.402
H 2.634 -4.616 1.427  0.424
C 1.492 -1.799 3.070  -1.380
H 1.044 -0.862 2.752  0.027
H 0.795 -2.320 3.725  0.384
H 2.405 -1.589 3.620  0.469
C 2.738 -1.923 0.885  -1.183
H 3.662 -1.650 1.387  0.515
H 2.254 -1.018 0.529  -0.190
H 2.972 -2.557 0.033  0.402
H -1.224 -3.746 -0.067  0.276
H -1.873 -0.953 -0.739  -0.683
H -3.183 -2.099 -0.381  0.200
H -2.354 -0.469 -3.052  0.217
H -2.664 -1.738 -4.227  0.437
H -4.911 -1.684 -3.805  0.397
H -4.649 -1.886 -2.080  0.331
H -3.195 0.970 -1.557  0.210
H -0.537 1.988 1.836  0.363
H 0.584 1.422 -1.630  0.486
H 2.971 1.159 -2.198  0.448
H 7.032 -0.860 -0.931  0.313
H 6.412 -1.233 -2.546  0.294
H 8.100 -0.739 -2.336  0.390

Its SMILES is CCOC(=O)c1ccc(NC(=O)c2nc[nH]c2C(=O)NCCCCCNC(=O)OC(C)(C)C)cc1. The calculation puts the molecular weight at 487.6 g mol⁻¹. The energy comes out at -45163.0922 eV. The relative energy (zero: lowest compared OMol25 entry of this formula, charge and spin) is 4.5 kcal per mole.

Formula: C59H80GeHgN12
Source: OMol25
Level of theory: ωB97M-V with the def2-TZVPD basis set

Last column: Mulliken charge in e.
Geometry (Å):
Hg -0.873 -0.152 0.910  3.794
C 5.100 0.480 0.523  -1.693
C 4.137 -0.691 0.731  0.897
C 4.125 -1.175 2.156  0.456
C 5.120 -2.026 2.615  -0.435
C 5.125 -2.495 3.921  -1.133
C 4.098 -2.115 4.771  -0.566
C 3.090 -1.250 4.356  0.842
C 1.972 -0.913 5.315  -0.296
C 2.384 0.082 6.403  -1.574
C 3.118 -0.744 3.040  -0.648
N 2.114 0.094 2.562  1.364
C 1.931 1.253 3.064  -0.812
C 0.862 2.144 2.732  -0.804
C 0.692 3.428 3.265  -1.149
C -0.483 3.937 2.707  -1.933
C -0.969 2.928 1.865  -0.448
N -0.156 1.861 1.861  1.423
H 4.843 1.307 1.188  0.260
H 6.130 0.180 0.735  0.509
H 5.044 0.847 -0.504  0.269
H 4.424 -1.514 0.073  0.460
H 3.129 -0.379 0.449  -0.758
H 5.900 -2.334 1.925  0.445
H 5.907 -3.161 4.266  0.346
H 4.068 -2.498 5.788  0.398
H 1.643 -1.840 5.798  0.621
H 1.120 -0.523 4.764  -0.252
H 3.221 -0.302 6.992  0.391
H 1.549 0.280 7.079  0.445
H 2.692 1.031 5.962  0.286
H 2.628 1.645 3.820  0.234
H 1.351 3.910 3.975  0.483
H -0.946 4.895 2.895  0.464
H -1.880 2.930 1.283  0.773
N -1.453 -3.473 4.309  0.196
C -2.362 -2.661 4.947  -1.407
C -2.079 -1.397 4.526  -0.253
N -1.032 -1.412 3.644  0.362
C -0.685 -2.663 3.521  -0.249
C 0.400 -3.124 2.673  -0.886
N 0.869 -2.470 1.640  1.389
C 1.912 -3.222 1.163  -0.018
C 2.065 -4.352 1.908  -1.733
N 1.085 -4.285 2.872  0.205
H -1.486 -4.475 4.283  0.261
H -3.137 -3.049 5.583  0.541
H -2.577 -0.482 4.784  0.318
H 2.502 -2.888 0.327  0.069
H 2.763 -5.168 1.855  0.422
H 0.955 -4.936 3.624  0.186
C 0.774 1.463 -3.690  -0.389
Ge 1.468 0.858 -1.868  1.120
C 2.376 2.657 -1.441  -0.216
C 2.668 3.698 -2.330  0.466
C 3.165 4.922 -1.896  -0.919
C 3.361 5.155 -0.539  -0.884
C 3.042 4.156 0.371  -0.764
C 2.559 2.933 -0.083  -0.444
C 2.981 -0.357 -2.658  0.594
C 2.807 -1.666 -2.267  -0.728
C 3.439 -2.764 -2.893  -0.741
C 4.250 -2.563 -3.973  -1.323
C 4.514 -1.242 -4.409  1.300
C 5.385 -0.989 -5.500  -0.852
C 5.710 0.287 -5.864  -0.659
C 5.184 1.377 -5.136  -0.712
C 4.315 1.160 -4.104  -0.360
C 3.919 -0.147 -3.721  0.609
H 1.569 1.599 -4.431  0.626
H 0.234 2.410 -3.580  0.148
H 0.076 0.716 -4.069  -0.928
H 2.477 3.565 -3.392  0.266
H 3.385 5.705 -2.616  0.340
H 3.746 6.109 -0.197  0.336
H 3.146 4.332 1.436  0.414
H 2.283 2.174 0.640  0.423
H 2.118 -1.857 -1.450  -0.406
H 3.251 -3.771 -2.531  0.469
H 4.702 -3.397 -4.499  0.261
H 5.803 -1.835 -6.038  0.359
H 6.376 0.464 -6.700  0.346
H 5.476 2.388 -5.396  0.462
H 3.921 1.989 -3.535  0.314
C -2.117 -3.589 0.532  -0.874
C -3.600 -3.244 0.682  -0.108
C -4.202 -2.561 -0.552  -1.288
C -3.986 -2.433 1.904  0.003
C -4.761 -3.101 2.843  -0.434
C -5.491 -2.459 3.838  -1.621
C -5.524 -1.062 3.769  -0.101
C -4.769 -0.334 2.875  0.171
C -4.955 1.177 2.882  0.074
C -5.164 1.776 1.487  -1.041
C -3.817 1.906 3.608  -1.239
C -3.780 -0.985 1.996  0.892
N -2.914 -0.180 1.414  -1.043
H -1.943 -4.204 -0.359  0.616
H -1.781 -4.162 1.402  0.307
H -1.500 -2.698 0.455  -0.716
H -4.122 -4.203 0.784  0.489
H -3.799 -1.551 -0.648  -0.152
H -5.283 -2.471 -0.424  0.438
H -4.017 -3.133 -1.467  0.493
H -4.843 -4.184 2.754  0.286
H -6.073 -3.011 4.567  0.275
H -6.188 -0.519 4.442  0.294
H -5.876 1.362 3.450  0.603
H -4.244 1.673 0.911  -0.548
H -5.432 2.836 1.564  0.510
H -5.964 1.253 0.955  0.395
H -2.861 1.619 3.171  -0.058
H -3.818 1.655 4.673  0.365
H -3.921 2.992 3.519  0.507
C -2.032 -1.369 -4.877  -1.621
C -0.930 -2.233 -4.271  1.547
C 0.243 -2.330 -5.247  -1.710
C -1.471 -3.641 -3.981  -1.407
N -0.391 -1.576 -3.078  0.066
N -1.281 -1.153 -2.062  1.425
H -2.338 -1.779 -5.843  0.521
H -1.667 -0.351 -5.027  0.240
H -2.911 -1.328 -4.231  0.150
H -0.061 -2.815 -6.179  0.508
H 1.062 -2.904 -4.805  0.304
H 0.626 -1.332 -5.465  0.301
H -1.861 -4.109 -4.890  0.461
H -2.276 -3.609 -3.246  0.085
H -0.672 -4.272 -3.583  0.336
H 0.315 -2.161 -2.648  -0.320
H -2.131 -1.700 -2.029  -0.441
H -1.495 -0.166 -2.174  -0.633
C -3.456 2.860 -3.922  -1.087
N -3.468 2.654 -2.483  0.127
C -4.027 1.361 -2.112  -0.377
C -2.260 2.986 -1.838  -0.173
N -1.595 2.088 -1.235  1.766
N -1.910 4.327 -1.958  0.377
C -0.622 4.736 -1.427  -0.574
C -2.930 5.354 -1.883  -1.294
H -2.801 2.136 -4.429  0.100
H -3.105 3.862 -4.165  0.365
H -4.470 2.739 -4.309  0.427
H -3.615 0.548 -2.723  -0.075
H -5.110 1.391 -2.260  0.484
H -3.808 1.142 -1.069  -0.145
H -0.816 2.442 -0.686  -1.403
H 0.153 4.027 -1.713  -0.115
H -0.625 4.821 -0.333  0.224
H -0.362 5.706 -1.854  0.395
H -3.902 4.932 -2.118  0.442
H -2.706 6.160 -2.589  0.306
H -2.975 5.790 -0.876  0.338

The calculation puts the molecular weight at 1230.6 g mol⁻¹. The energy comes out at -141051.7655 eV. As for the charge: -2. The relative energy (zero: lowest compared OMol25 entry of this formula, charge and spin) is 33.8 kcal per mole.

Formula: C25H39O19Rb
Source: OMol25
Level of theory: ωB97M-V with the def2-TZVPD basis set

Last column: Mulliken charge in e.
Geometry (Å):
Rb -0.380 2.652 -4.040  0.954
C -0.027 0.784 -0.233  0.927
O 0.027 1.125 -1.597  -0.808
H -0.947 1.120 0.246  0.132
H 0.165 -0.268 -0.020  -0.531
H 0.748 1.298 0.335  -0.518
C -2.014 -1.304 2.686  -1.024
C -2.758 -2.430 1.966  0.382
C -4.086 -2.072 1.328  -0.433
O -3.986 -2.539 -0.012  -0.332
C -2.716 -2.893 -0.239  0.598
O -2.347 -3.303 -1.333  -0.595
O -1.981 -2.814 0.832  -0.058
H -1.864 -0.457 2.016  0.071
H -1.078 -1.647 3.127  0.248
H -2.650 -0.930 3.488  0.445
H -2.827 -3.311 2.604  0.289
H -4.306 -1.004 1.349  0.166
H -4.965 -2.612 1.679  0.299
C 1.979 -2.148 1.134  -0.718
C 2.317 -3.350 2.046  0.320
C 1.128 -3.954 2.839  -0.149
O 1.427 -5.332 2.712  -0.375
C 2.306 -5.527 1.726  0.564
O 2.671 -6.619 1.372  -0.572
O 2.752 -4.412 1.216  -0.332
H 2.819 -1.683 0.619  0.381
H 1.543 -1.315 1.686  0.453
H 1.265 -2.519 0.399  -0.273
H 3.028 -3.053 2.818  0.331
H 0.104 -3.747 2.528  0.031
H 1.234 -3.714 3.897  0.306
C 3.790 1.797 -0.145  -1.206
C 3.531 1.970 1.364  0.761
C 4.230 1.029 2.330  -0.162
O 4.831 1.864 3.255  -0.343
C 4.521 3.154 2.974  0.519
O 4.878 4.087 3.698  -0.592
O 3.923 3.249 1.797  -0.385
H 3.276 2.592 -0.685  0.314
H 3.343 0.899 -0.572  0.067
H 4.871 1.824 -0.279  0.503
H 2.491 1.945 1.688  0.024
H 4.984 0.458 1.788  0.323
H 3.485 0.365 2.769  0.184
C 1.826 -1.356 -4.188  -1.519
C 1.769 -1.803 -2.739  1.833
C 0.456 -2.472 -2.260  0.332
O 0.827 -3.728 -1.846  -0.366
C 2.130 -3.947 -2.100  0.602
O 2.753 -4.929 -1.895  -0.555
O 2.624 -2.901 -2.746  -0.449
H 1.308 -2.088 -4.808  0.439
H 2.845 -1.259 -4.563  0.343
H 1.216 -0.454 -4.236  0.177
H 2.150 -1.050 -2.049  -0.774
H -0.341 -2.457 -3.003  0.462
H 0.057 -1.978 -1.374  -0.585
C -4.395 1.657 -1.169  -1.364
C -4.268 1.004 -2.472  0.914
C -3.396 -0.244 -2.564  0.662
O -4.308 -1.188 -3.135  -0.345
C -5.533 -0.697 -3.290  0.615
O -6.566 -1.176 -3.815  -0.608
O -5.517 0.573 -2.791  -0.399
H -3.388 1.995 -0.925  0.249
H -4.824 1.043 -0.377  0.236
H -5.024 2.544 -1.233  0.398
H -3.830 1.733 -3.154  0.114
H -2.961 -0.617 -1.637  -0.571
H -2.574 -0.187 -3.277  0.053
C -0.349 6.138 -0.704  -1.452
C -0.364 4.866 0.159  0.928
C 0.896 4.511 1.015  0.161
O 0.388 4.219 2.326  -0.286
C -0.827 4.770 2.450  0.648
O -1.504 4.763 3.475  -0.589
O -1.271 5.131 1.201  -0.427
H -1.345 6.547 -0.877  0.368
H 0.109 5.965 -1.678  0.336
H 0.167 6.959 -0.206  0.374
H -0.645 3.898 -0.258  -0.045
H 1.602 5.340 0.983  0.264
H 1.370 3.619 0.605  -0.358

The calculation puts the molecular weight at 729.0 g mol⁻¹. The energy comes out at -66113.6098 eV. The relative energy (zero: lowest compared OMol25 entry of this formula, charge and spin) is 14.0 kcal per mole.

Formula: C2H6N2O
Source: OMol25
Level of theory: ωB97M-V with the def2-TZVPD basis set

Last column: Mulliken charge in e.
Geometry (Å):
O 0.089 1.079 -2.171  -0.462
C -0.891 1.310 -1.515  -0.064
H -1.900 1.328 -1.957  0.245
H -0.853 1.555 -0.442  0.235
N 1.198 -0.544 0.106  -0.309
C 0.434 -0.745 1.204  0.070
N -0.847 -0.732 1.228  -0.649
H 2.185 -0.708 0.161  0.195
H 0.790 -0.330 -0.789  0.168
H 0.953 -0.975 2.129  0.351
H -1.157 -1.238 2.045  0.219

Its SMILES is [H]/N=C/N.C=O. The calculation puts the molecular weight at 74.1 g mol⁻¹. The energy comes out at -7197.8540 eV. The relative energy (zero: lowest compared OMol25 entry of this formula, charge and spin) is 44.6 kcal per mole.